Entry 1:
Computed, not measured: an isolated molecule of C2H4N4OS at a distorted geometry, with ωB97M-V with the def2-TZVPD basis set.

Values from the calculation:
Strongest force on any atom: 0.0604 Eh/bohr
SMILES: Nn1c(O)n[nH]c1=S
E_HOMO: -8.25 eV
E_LUMO: 0.37 eV
E_tot: -20980.9316 eV

Structure (ORCA input):
```
! RIJCOSX wB97M-V def2-TZVPD def2/J DEFGRID3
* xyz 0 1
N 0.0659 1.7322 0.0028
N -0.0346 0.3244 0.0901
C 1.0807 -0.4912 -0.0674
O 2.3339 -0.0290 -0.0929
N 0.7597 -1.7358 -0.0345
N -0.6078 -1.6891 0.1023
C -1.1193 -0.4692 0.0189
S -2.7790 -0.0897 -0.0706
H -0.3168 2.1108 0.8953
H -0.5530 1.9286 -0.7778
H 2.2286 0.9712 -0.0185
H -1.0583 -2.5631 -0.0478
*
```

---

Entry 2:
Computed, not measured: C32H40B2I2N15O3S2Zr as an isolated structure at a distorted geometry, with ωB97M-V with the def2-TZVPD basis set.

Values from the calculation:
Strongest force on any atom: 0.0259 Eh/bohr
E_HOMO: -9.30 eV
E_LUMO: -2.32 eV
E_tot: -102838.5753 eV

Structure (ORCA input):
```
! RIJCOSX wB97M-V def2-TZVPD def2/J DEFGRID3
* xyz 1 1
Zr 0.1964 -0.0127 0.8076
C 3.9441 -0.0167 3.2600
C 3.2781 0.2461 2.0645
N 1.9613 0.2706 2.2638
N 1.7604 0.0289 3.5730
C 2.9347 -0.1480 4.1949
B 0.3550 0.1195 4.1934
N -0.3141 1.3865 3.6432
C -0.7831 2.4452 4.3142
C -1.4125 3.2848 3.4139
C -1.2835 2.6367 2.1880
N -0.6150 1.4934 2.3331
N -0.5267 -1.0542 3.7135
C -1.1971 -1.9203 4.4867
C -1.9594 -2.7342 3.6721
C -1.6984 -2.2772 2.3826
N -0.8314 -1.2641 2.4108
H 5.0042 -0.0895 3.4246
H 3.6922 0.4104 1.0830
H 2.9809 -0.3582 5.2502
H 0.4191 0.1300 5.3819
H -0.6485 2.5361 5.3786
H -1.9023 4.2208 3.6147
H -1.6363 2.9486 1.2212
H -1.0885 -1.8999 5.5580
H -2.6170 -3.5316 3.9688
H -2.1329 -2.6143 1.4582
C -0.4379 -4.6577 -0.0355
N -1.6410 -4.0064 -0.5001
C -2.9058 -4.5531 -0.4613
C -3.7220 -3.6765 -1.0835
N -2.9755 -2.6047 -1.5127
B -3.5112 -1.6263 -2.5951
N -3.5883 -0.1229 -2.1475
C -4.1473 0.7496 -3.0597
C -4.3513 1.9375 -2.4470
N -3.9151 1.7944 -1.1538
C -4.0462 2.8134 -0.1358
C -3.4296 0.5294 -0.9835
S -2.8029 -0.0595 0.4868
C -1.7077 -2.8023 -1.1251
S -0.3583 -1.7632 -1.3215
H -0.4509 -5.7061 -0.3287
H -0.3484 -4.5896 1.0495
H 0.4162 -4.1697 -0.4967
H -3.1000 -5.5105 -0.0118
H -4.7800 -3.7189 -1.2672
H -4.6409 -1.9688 -2.8158
H -2.7947 -1.6801 -3.5634
H -4.4002 0.4252 -4.0557
H -4.8037 2.8490 -2.7989
H -5.0055 3.3154 -0.2509
H -3.2406 3.5390 -0.2330
H -3.9999 2.3365 0.8402
I 3.4494 -0.2522 -3.1344
C 3.2204 -1.7453 -1.6835
C 3.8695 -2.9675 -1.8717
C 3.7924 -3.9370 -0.9135
I 4.7928 -5.7603 -1.2476
C 3.0621 -3.7039 0.2740
C 2.9724 -4.6184 1.3447
C 2.2503 -4.2902 2.4559
C 1.5529 -3.0745 2.4779
N 1.5680 -2.2142 1.4883
C 2.3521 -2.4803 0.4123
C 2.4420 -1.4458 -0.5769
O 1.8275 -0.2899 -0.4233
H 4.4309 -3.1344 -2.7802
H 3.4867 -5.5672 1.2760
H 2.1843 -4.9612 3.3004
H 0.9740 -2.8122 3.3539
N 1.5410 2.7374 0.9910
C 1.4361 2.8867 -0.4661
C 1.9473 4.2536 -0.9690
C 1.6101 4.7458 -2.3943
C 2.1182 3.8483 -3.5432
N 1.4651 2.5651 -3.7660
C 0.3110 2.3518 -4.3829
N -0.0819 1.1083 -4.6062
N -0.3986 3.3729 -4.8732
C -0.0475 2.5604 -0.7582
O -0.8501 3.4217 -1.0754
O -0.3528 1.3058 -0.6176
H 1.0322 3.4945 1.4383
H 2.5133 2.8301 1.2650
H 2.0440 2.0771 -0.8765
H 3.0385 4.2458 -0.8938
H 1.5704 4.9930 -0.2584
H 2.1113 5.7073 -2.5250
H 0.5393 4.9173 -2.4649
H 3.1646 3.6071 -3.3518
H 2.0816 4.4026 -4.4847
H 1.9595 1.7361 -3.4600
H 0.3108 0.3209 -4.1001
H -0.9901 0.9396 -5.0046
H -0.1635 4.3113 -4.6054
H -1.3287 3.2042 -5.2163
*
```

---

Entry 3:
Computed, not measured: an isolated molecule of C7H14O at a distorted geometry, with ωB97M-V with the def2-TZVPD basis set.

Values from the calculation:
Strongest force on any atom: 0.0428 Eh/bohr
SMILES: C=CC(C)(C)[C@@H](C)O
E_HOMO: -9.68 eV
E_LUMO: 0.86 eV
E_tot: -9532.8548 eV

Structure (ORCA input):
```
! RIJCOSX wB97M-V def2-TZVPD def2/J DEFGRID3
* xyz 0 1
C 2.4164 1.1621 0.2352
C 1.1275 1.1952 0.5168
C -0.0341 0.3513 -0.1348
C 0.4335 -0.3371 -1.4146
C -1.1702 1.3253 -0.4580
C -0.4401 -0.6334 0.9704
C -1.6002 -1.5961 0.4666
O 0.6336 -1.3845 1.4663
H 2.8440 0.4884 -0.4893
H 3.1181 1.8094 0.7380
H 0.7767 1.8834 1.2774
H -0.4021 -0.8198 -1.9164
H 0.8536 0.4039 -2.0910
H 1.1957 -1.0891 -1.2185
H -0.7882 2.1377 -1.0732
H -1.9676 0.8313 -1.0077
H -1.5884 1.7509 0.4516
H -0.8176 -0.0726 1.8311
H -1.2251 -2.2696 -0.3005
H -2.4623 -1.0555 0.0899
H -1.9202 -2.1904 1.3196
H 1.0170 -1.8911 0.7411
*
```

---

Entry 4:
Computed, not measured: an isolated ion of composition C5H14N3 and charge +1 at a distorted geometry, with ωB97M-V with the def2-TZVPD basis set.

Values from the calculation:
Strongest force on any atom: 0.0461 Eh/bohr
SMILES: [H]/N=C/NCCCC[NH3+]
E_HOMO: -12.49 eV
E_LUMO: -3.26 eV
E_tot: -9875.1823 eV

Structure (ORCA input):
```
! RIJCOSX wB97M-V def2-TZVPD def2/J DEFGRID3
* xyz 1 1
H 3.3048 0.6750 -0.2814
N 2.4331 0.1786 -0.1252
C 1.8586 0.3329 1.0091
N 0.8239 -0.5148 1.2984
C -0.4569 -0.1018 1.8702
C -1.5064 -0.3344 0.7671
C -1.5177 0.7261 -0.4006
C -1.5090 -0.0058 -1.7481
N -0.0687 -0.2517 -2.2015
H 2.2197 0.9699 1.8208
H 0.9628 -1.4336 0.9093
H -0.3960 0.9168 2.2707
H -0.5592 -0.8186 2.6942
H -1.3596 -1.2696 0.2439
H -2.4510 -0.2129 1.2599
H -2.3116 1.4955 -0.4522
H -0.5548 1.2084 -0.2584
H -2.0458 0.5489 -2.5249
H -1.9422 -1.0005 -1.7099
H -0.0744 -0.5933 -3.1663
H 0.5820 0.5283 -2.1056
H 0.3203 -1.0575 -1.6994
*
```

---

Looking at energy relative to the best compared isomer or geometry (same formula, charge and spin) for the records above, in order, we have 1.9, 12.4, 21.0, 45.8 kcal/mol.